Here is 5 unconnected molecules or ions with the total composition C5H15N5O10 from the Open Molecules 2025 dataset. Energies are from ωB97M-V/def2-TZVPD.

Structure (XYZ):
```
35
Properties=species:S:1:pos:R:3:lowdin_charge:R:1
C 4.185 0.643 -1.438 0.045
N 3.390 -0.541 -1.835 -0.444
O 3.845 -1.221 -2.729 0.078
O 2.354 -0.766 -1.240 0.056
H 3.630 1.244 -0.728 0.092
H 4.415 1.202 -2.340 0.100
H 5.117 0.306 -0.994 0.103
C -3.834 0.122 -2.086 0.041
N -3.866 1.016 -3.278 -0.452
O -2.958 1.810 -3.404 0.054
O -4.813 0.913 -4.028 0.068
H -4.440 0.605 -1.321 0.087
H -2.819 0.033 -1.729 0.079
H -4.323 -0.799 -2.385 0.099
C -2.482 4.086 0.777 0.057
N -3.343 2.924 0.413 -0.434
O -2.838 1.818 0.449 0.037
O -4.495 3.142 0.117 0.087
H -2.329 4.027 1.852 0.104
H -3.021 4.990 0.527 0.096
H -1.545 3.999 0.241 0.099
C -0.151 0.210 0.702 0.032
N 0.760 -0.791 1.321 -0.437
O 1.825 -0.380 1.759 0.037
O 0.389 -1.939 1.372 0.081
H -0.602 0.782 1.509 0.092
H -0.925 -0.319 0.162 0.086
H 0.443 0.871 0.084 0.091
C 3.031 -3.570 2.324 0.027
N 2.111 -4.533 2.972 -0.452
O 2.240 -5.707 2.681 0.055
O 1.298 -4.091 3.753 0.066
H 2.850 -3.605 1.255 0.099
H 4.050 -3.891 2.526 0.098
H 2.851 -2.588 2.738 0.072
```

The net charge is 0. The calculation puts the HOMO-LUMO gap at 10.305 eV. As for the SMILES: C[N+](=O)[O-].C[N+](=O)[O-].C[N+](=O)[O-].C[N+](=O)[O-].C[N+](=O)[O-]. For the energy above the lowest of the compared OMol25 structures with the same formula, charge and spin, the calculation gives 2.67 kcal/mol. The HOMO energy comes out at -10.70 eV.

=====

Here is a gas-phase ion, C5H15N5S (charge +2) in a non-equilibrium geometry from the Open Molecules 2025 dataset. Energies are from ωB97M-V/def2-TZVPD.

Structure (XYZ):
```
26
Properties=species:S:1:pos:R:3:lowdin_charge:R:1
C -1.097 -0.530 -1.195 -0.797
C 0.277 -0.584 -0.660 -0.456
C 1.433 -0.500 -1.631 0.038
C -0.667 2.454 1.286 -0.066
C -0.673 0.935 1.263 -0.211
N -1.769 -1.618 -0.698 0.085
N 0.382 -1.900 0.155 0.167
N 0.300 0.525 0.288 -0.116
N -0.840 -2.617 -0.174 0.114
N 1.632 1.174 0.640 0.234
S -1.688 0.689 -2.058 0.922
H 2.225 -0.584 -0.953 0.077
H 1.613 0.431 -2.133 0.113
H 1.288 -1.261 -2.268 0.076
H -0.417 2.815 0.272 0.110
H -1.609 2.852 1.558 0.096
H -0.056 2.828 2.069 0.081
H -0.497 0.561 2.383 0.181
H -1.565 0.610 0.798 0.087
H -2.671 -1.934 -1.100 0.199
H 1.129 -2.491 0.085 0.111
H -1.415 -2.899 0.624 0.208
H -0.825 -3.425 -0.784 0.206
H 2.218 1.279 -0.214 0.177
H 1.236 2.145 0.829 0.140
H 2.057 1.046 1.619 0.225
```

The net charge is +2. The calculation puts the HOMO-LUMO gap at 8.815 eV. As for the SMILES: CCN([NH3+])[C@@]1(C)N[NH2+]NC1=S. For the energy above the lowest of the compared OMol25 structures with the same formula, charge and spin, the calculation gives 40.93 kcal/mol. The HOMO energy comes out at -16.43 eV.

=====

Here is 2 unconnected molecules or ions with the total composition C5H15N6O2 in a non-equilibrium geometry from the Open Molecules 2025 dataset. Energies are from ωB97M-V/def2-TZVPD.

Structure (XYZ):
```
28
Properties=species:S:1:pos:R:3:lowdin_charge:R:1
C -1.726 -0.229 -2.734 -0.074
C -0.909 0.699 -1.834 -0.180
C -1.064 0.548 -0.295 -0.230
C -0.581 -0.855 0.090 -0.098
C 0.735 -1.355 0.424 -0.370
N -0.297 1.559 0.467 -0.274
N 2.639 1.272 1.778 -0.018
N -1.484 -1.807 0.133 0.260
N 0.879 1.962 0.064 0.024
N 0.735 -2.591 1.060 0.126
N 1.784 -0.629 0.193 0.217
O -0.594 1.125 1.793 -0.055
O 3.738 1.494 1.390 0.034
H -2.713 0.083 -2.729 0.058
H -1.575 -1.191 -2.238 0.060
H -1.342 -0.226 -3.721 0.078
H 0.236 0.665 -2.000 0.140
H -1.372 1.740 -2.052 0.153
H -2.123 0.638 0.042 0.167
H -2.489 -1.595 0.019 0.176
H -1.378 -2.695 0.538 0.111
H 1.047 2.976 0.322 0.134
H 1.713 1.414 0.378 0.012
H 1.583 -2.840 1.432 0.070
H -0.049 -2.651 1.848 0.176
H -0.595 1.977 2.342 0.145
H 2.645 -0.985 0.509 0.064
H 2.555 1.496 2.779 0.096
```

The net charge is +1. The calculation puts the HOMO-LUMO gap (spin up / spin down) at 6.709 / 6.708 eV. For the energy above the lowest of the compared OMol25 structures with the same formula, charge and spin, the calculation gives 47.99 kcal/mol. The HOMO energy (spin up / spin down) comes out at -11.89 / -11.89 eV.

=====

Here is 2 unconnected molecules or ions with the total composition C5H15NO in a non-equilibrium geometry from the Open Molecules 2025 dataset. Energies are from ωB97M-V/def2-TZVPD.

Structure (XYZ):
```
22
Properties=species:S:1:pos:R:3:lowdin_charge:R:1
C -0.320 -2.720 -1.209 -0.117
C -0.435 -1.237 -0.949 -0.270
C 0.838 -0.638 -0.361 -0.216
C 0.690 0.854 -0.032 -0.246
N 0.007 1.238 1.223 -0.121
C 0.497 0.622 2.473 -0.114
H -0.197 -3.238 -0.252 0.073
H 0.527 -3.003 -1.817 0.070
H -1.224 -3.187 -1.588 0.066
H -0.708 -0.685 -1.853 0.112
H -1.200 -0.997 -0.221 0.101
H 1.108 -1.158 0.549 0.087
H 1.685 -0.651 -1.054 0.114
H 1.684 1.312 0.020 0.111
H 0.129 1.365 -0.813 0.082
H -0.956 0.982 1.105 0.073
H 1.110 -0.255 2.297 0.063
H 0.960 1.417 3.064 0.073
H -0.331 0.383 3.077 0.056
H -0.676 3.450 -1.652 0.021
H -1.677 3.091 -0.533 0.028
O -1.511 3.053 -1.473 -0.046
```

The net charge is 0. The calculation puts the HOMO-LUMO gap at 9.807 eV. As for the SMILES: CCCCNC.O. For the energy above the lowest of the compared OMol25 structures with the same formula, charge and spin, the calculation gives 24.28 kcal/mol. The HOMO energy comes out at -8.79 eV.

=====

Here is 2 unconnected molecules or ions with the total composition C5H15NO in a non-equilibrium geometry from the Open Molecules 2025 dataset. Energies are from ωB97M-V/def2-TZVPD.

Structure (XYZ):
```
22
Properties=species:S:1:pos:R:3:lowdin_charge:R:1
C -1.718 -0.637 -3.036 -0.098
C -0.327 -0.349 -2.451 -0.283
N -0.171 -0.666 -1.018 -0.055
C 0.687 1.335 0.225 -0.065
C -0.546 0.449 -0.116 -0.477
C -1.127 -0.192 1.127 -0.085
H -2.427 -0.861 -2.233 0.068
H -1.783 -1.531 -3.668 0.063
H -2.078 0.199 -3.636 0.062
H 0.470 -0.868 -2.965 0.103
H -0.254 0.750 -2.588 0.101
H 0.835 -0.764 -0.949 0.087
H 1.399 0.592 0.613 0.074
H 1.092 1.791 -0.681 0.072
H 0.432 2.038 1.017 0.074
H -1.256 1.175 -0.529 0.134
H -1.568 0.619 1.733 0.077
H -1.972 -0.822 0.852 0.072
H -0.376 -0.706 1.724 0.076
H 3.081 0.114 5.288 0.015
H 4.065 -1.182 5.435 0.042
O 3.543 -0.483 5.857 -0.058
```

The net charge is 0. The calculation puts the HOMO-LUMO gap at 9.639 eV. As for the SMILES: CCNC(C)C.O. For the energy above the lowest of the compared OMol25 structures with the same formula, charge and spin, the calculation gives 28.19 kcal/mol. The HOMO energy comes out at -8.95 eV.

=====

Here is 2 unconnected molecules or ions with the total composition C5H15NO in a non-equilibrium geometry from the Open Molecules 2025 dataset. Energies are from ωB97M-V/def2-TZVPD.

Structure (XYZ):
```
22
Properties=species:S:1:pos:R:3:lowdin_charge:R:1
C 2.396 1.380 1.088 -0.053
C 0.900 1.338 1.181 -0.175
N 0.360 0.601 -0.018 0.009
C -0.929 -0.155 0.258 -0.159
C -0.554 -1.423 1.026 -0.051
C 0.142 1.556 -1.126 -0.003
H 2.960 0.668 0.503 0.091
H 2.750 2.332 0.672 0.090
H 2.763 1.491 2.114 0.097
H 0.332 2.271 1.166 0.140
H 0.468 0.846 2.059 0.122
H -1.417 -0.226 -0.717 0.110
H -1.620 0.566 0.718 0.157
H -0.382 -1.265 2.101 0.088
H 0.277 -1.893 0.516 0.091
H -1.401 -2.086 1.189 0.087
H -0.313 2.502 -0.853 0.125
H -0.426 1.138 -1.945 0.100
H 1.130 1.685 -1.588 0.124
H -2.384 -2.686 -1.196 0.025
H -1.101 -2.776 -2.208 0.033
O -2.052 -2.831 -2.089 -0.049
```

The net charge is +1. Its spin multiplicity is 2. The calculation puts the HOMO-LUMO gap (spin up / spin down) at 11.773 / 6.719 eV. For the energy above the lowest of the compared OMol25 structures with the same formula, charge and spin, the calculation gives 37.53 kcal/mol. The HOMO energy (spin up / spin down) comes out at -14.54 / -14.54 eV.

=====

Question: Look up the energy above the lowest of the compared OMol25 structures with the same formula, charge and spin of the first one.
Answer: 2.67 kcal/mol